Record 1
This record from the Open Molecules 2025 dataset describes one molecule with the formula C5H7ClS in a non-equilibrium geometry. The level of theory is ωB97M-V/def2-TZVPD.

XYZ file:
```
14
Properties=species:S:1:pos:R:3
C 2.47 0.81 -1.24
S 1.36 -0.68 -1.10
C 0.17 -0.37 0.05
C -0.65 -1.34 0.37
C -1.81 -0.93 1.16
C -2.10 0.36 0.73
Cl -2.85 1.48 1.80
H 1.72 1.47 -1.69
H 3.27 0.69 -2.03
H 2.88 1.08 -0.27
H 0.11 0.56 0.58
H -0.55 -2.38 -0.06
H -2.10 -1.44 2.04
H -1.91 0.68 -0.33
```

Computed properties:
Electronic energy: -28653.640 eV
HOMO energy: -7.96 eV
Largest force on an atom: 4.4 eV/A
SMILES: CS/C=C/C=C/Cl
Gap between HOMO and LUMO: 8.73 eV

Here are the natural (NBO) charges for atoms 1 to 4, given in e:
1. C -0.73
2. S 0.27
3. C -0.39
4. C -0.26

=====

Record 2
This record from the Open Molecules 2025 dataset describes one molecule with the formula C5H7ClS in a non-equilibrium geometry. The level of theory is ωB97M-V/def2-TZVPD.

XYZ file:
```
14
Properties=species:S:1:pos:R:3
C 0.22 1.74 -0.51
C -0.30 0.56 -0.15
C 0.33 -0.76 -0.39
C 1.63 -1.09 -0.24
Cl 2.87 -0.02 0.28
C -1.57 0.54 0.66
S -2.96 -0.39 -0.06
H 1.09 1.78 -1.16
H -0.27 2.66 -0.39
H -0.27 -1.61 -0.63
H 1.98 -2.09 -0.53
H -1.89 1.59 0.78
H -1.38 0.17 1.63
H -2.57 -1.67 0.26
```

Computed properties:
Electronic energy: -28654.823 eV
HOMO energy: -9.08 eV
Largest force on an atom: 2.0 eV/A
SMILES: C=C(/C=C\Cl)CS
Gap between HOMO and LUMO: 9.81 eV

Here are the natural (NBO) charges for atoms 1 to 4, given in e:
1. C -0.35
2. C -0.04
3. C -0.25
4. C -0.20